[1]
An isolated ion of composition C8H11N4O2 and charge +1 at a distorted geometry, computed with ωB97M-V/def2-TZVPD.

```
25
Properties=species:S:1:pos:R:3:forces:R:3
C 1.4981 0.1259 1.3462 -0.4 -1.1 0.2
H 1.0090 -2.9846 -1.2811 -1.6 1.1 1.1
H -0.5893 -2.3730 -0.4527 1.5 0.0 -1.0
C 1.1687 0.8586 2.4731 -3.0 0.7 -2.0
C -0.7686 0.3385 0.5061 1.7 -0.8 -0.7
H -2.1065 1.9558 -1.0154 0.4 -0.7 0.6
H 1.8530 1.4556 -1.1382 1.0 -2.3 -0.7
C -1.8765 -0.0056 -0.3782 -0.5 0.9 -2.1
C 0.5436 -0.2004 0.3749 -0.8 1.5 0.9
C 1.7642 -0.5855 -1.5961 1.3 -2.3 -2.7
H 2.9312 0.8885 -2.2519 3.4 0.8 -3.7
C -1.0370 1.2674 1.4907 -1.9 -0.9 2.3
O -3.3733 -1.3534 -1.4160 0.1 -1.6 -0.2
H 1.8018 0.7928 3.2853 1.3 0.5 1.6
N -2.2789 -1.1826 -0.6604 0.9 0.3 1.6
H -2.1774 1.3722 1.7289 2.3 0.7 -0.7
H -3.7178 -0.5367 -1.7356 -0.3 1.6 -0.4
H 2.1837 -1.2934 -2.4269 -1.1 1.1 1.8
N 0.9216 -1.0416 -0.7300 -0.1 1.6 0.4
O -2.4506 1.0506 -1.0478 -1.0 -0.4 -0.2
N 2.3137 0.6053 -1.6273 -4.5 2.3 5.0
H -0.3811 2.0520 3.3450 -0.6 1.1 1.6
H 2.4397 -0.3964 1.3904 0.3 0.0 -0.5
C -0.1111 1.4930 2.5213 1.6 -1.7 -2.0
N 0.4398 -2.3034 -0.7043 0.0 -2.6 -0.2
```
Forces are in eV/Å.

Values from the calculation:
- Energy relative to the best compared isomer or geometry (same formula, charge and spin): 4.161 eV
- Orbital gap: 0.3390 Ha
- Spin multiplicity: 1
- E_HOMO: -12.52 eV
- Energy: -18519.55914 eV
- Net charge: +1


[2]
A 2-piece molecular cluster, C8H11NO overall at a distorted geometry, computed with ωB97M-V/def2-TZVPD.

```
21
Properties=species:S:1:pos:R:3:forces:R:3
N 1.7259 0.3086 2.2721 -2.4 1.9 1.7
C 0.7639 0.7990 2.7561 2.1 -2.9 -0.3
H -3.3804 -0.8458 2.6415 0.0 0.2 -0.1
C -1.9809 3.1542 2.6779 0.4 -0.1 0.5
H -3.0717 2.4978 0.9662 0.0 0.0 0.3
H -4.0201 3.3584 2.1641 0.2 -0.2 0.0
C -2.8552 0.0664 2.3218 -0.5 -0.2 0.8
C -0.6238 1.0438 3.1386 -0.5 0.5 -0.7
C -3.2285 2.6028 2.0542 -0.1 0.1 -0.1
C -0.9491 2.4874 3.2308 0.2 0.5 -1.2
C -1.4834 0.0199 2.9132 1.1 0.0 -0.8
H -2.7496 -0.0394 1.2270 0.2 0.1 0.3
H 1.2220 1.3783 0.5018 -3.9 3.1 0.6
H -3.8230 1.3801 3.7321 0.0 0.0 -0.3
H -1.0277 -0.9740 2.8958 0.0 0.3 -0.2
H -4.7297 1.0871 2.2506 0.2 0.0 0.1
C -3.7205 1.2820 2.6405 -0.3 0.0 0.1
H -1.8999 4.2447 2.6865 -0.1 -0.3 0.1
H -0.0821 3.1007 3.4909 -0.3 -0.1 0.3
H -0.1774 2.5554 0.9169 1.3 -0.5 0.8
O 0.3154 1.9622 0.3357 2.4 -2.2 -1.9
```
Forces are in eV/Å.

Values from the calculation:
- Energy relative to the best compared isomer or geometry (same formula, charge and spin): 3.091 eV
- Orbital gap: 0.3271 Ha
- Spin multiplicity: 1
- E_HOMO: -9.15 eV
- Energy: -12009.30915 eV
- Net charge: 0


[3]
One molecule with the formula C8H11NO2S at a distorted geometry, computed with ωB97M-V/def2-TZVPD.

```
23
Properties=species:S:1:pos:R:3:forces:R:3
C -0.5636 -1.6218 0.2913 2.3 1.5 -1.1
C 1.6855 -1.4565 0.3597 -0.5 2.0 -1.3
C 2.0576 0.6140 -1.2001 -1.5 1.0 0.3
H 0.7228 -3.0665 1.3659 -0.4 -0.7 0.0
S -2.7303 -0.3743 -0.2465 -0.1 0.2 -1.3
C 1.2467 -0.3413 -0.3372 0.9 -0.5 -1.3
H -1.6706 1.6759 1.1103 1.4 -0.6 -1.3
O -3.5680 -0.4144 -1.4289 -0.4 -0.2 0.9
N -0.0961 -0.4404 -0.4686 -4.0 -0.8 0.5
H 2.2397 0.2851 -2.2547 -0.2 0.0 1.0
H -1.6602 2.5497 -0.3029 -0.8 2.2 -1.1
C -2.0041 -2.0297 0.0835 1.8 1.2 -1.0
H 2.9827 0.8794 -0.6953 0.1 -0.1 -0.2
H -2.4931 -2.5180 0.9363 0.1 0.1 -0.6
H -0.0689 2.0300 0.1676 0.1 0.3 0.4
O -3.1469 0.2060 1.0161 -0.2 -0.8 -0.9
H -1.3353 0.8417 -1.9449 0.0 -0.3 0.1
H -1.8509 -2.5518 -0.8947 -1.5 0.0 0.9
H 1.4361 1.5567 -1.2470 0.9 -0.7 -0.3
C -1.2656 0.6065 -0.8869 2.4 -2.2 4.3
H 2.6938 -1.6332 0.4970 1.8 -0.5 0.5
C 0.6123 -2.2463 0.6936 -1.9 0.1 1.0
C -1.1171 1.7794 0.1167 -0.4 -1.1 0.3
```
Forces are in eV/Å.

Values from the calculation:
- Energy relative to the best compared isomer or geometry (same formula, charge and spin): 2.728 eV
- Orbital gap: 0.3243 Ha
- Spin multiplicity: 1
- E_HOMO: -8.11 eV
- Energy: -24892.20160 eV
- Net charge: 0


[4]
One molecule with the formula C8H11NOS at a distorted geometry, computed with ωB97M-V/def2-TZVPD.

```
22
Properties=species:S:1:pos:R:3:forces:R:3
H 3.8972 0.1735 -1.2911 -0.8 -0.3 0.5
O -0.1602 0.5778 1.4360 0.7 -0.2 1.3
H 3.2264 1.6523 -0.8891 0.4 2.5 -0.3
C 2.2253 -1.3426 0.0664 -0.3 4.4 4.2
C 1.9772 0.2122 -0.1159 0.7 -2.2 -1.3
H -2.2648 -0.2507 2.4485 -0.7 0.0 -2.0
C -2.4105 0.4660 -1.3084 -1.4 -1.4 3.2
H -2.3017 0.7544 -2.2658 -0.4 0.7 -3.4
H 1.3915 -1.8474 0.3320 -2.9 -1.7 0.4
H 2.8564 -1.4196 0.9360 0.9 -0.5 0.0
S 1.3294 1.3301 1.1729 -0.8 -1.4 -1.4
N -1.2663 0.5902 -0.6676 1.4 0.3 2.4
C -2.4026 -0.1192 1.3083 2.9 0.5 2.7
C -3.6016 -0.0099 -0.7035 -0.9 0.5 -1.4
H -4.3319 -0.6561 1.2900 -0.9 -0.1 -0.8
C 3.3547 0.7111 -0.4830 -1.2 -0.9 -2.3
H -4.6334 -0.0829 -1.0804 1.0 0.2 -1.0
C -1.2308 0.3658 0.6790 -2.2 -0.1 -2.6
H 1.4042 0.1888 -1.0285 -0.9 1.0 0.0
H 2.6104 -1.5962 -0.8130 1.8 -1.6 -3.3
H 3.8974 0.6150 0.3649 2.3 0.4 2.6
C -3.5664 -0.3127 0.6121 1.2 -0.2 2.4
```
Forces are in eV/Å.

Values from the calculation:
- Energy relative to the best compared isomer or geometry (same formula, charge and spin): 2.436 eV
- Orbital gap: 0.3434 Ha
- Spin multiplicity: 1
- E_HOMO: -8.56 eV
- Energy: -22844.64810 eV
- Net charge: 0


[5]
A 2-piece molecular cluster, C8H11NOS overall at a distorted geometry, computed with ωB97M-V/def2-TZVPD.

```
22
Properties=species:S:1:pos:R:3:forces:R:3
H 1.4950 -2.7510 -1.7330 0.2 0.3 -0.3
C 2.0716 -0.6525 -1.4174 -0.4 0.0 1.1
H -0.7344 -1.8484 2.3911 0.7 1.0 -0.5
H 2.5960 -0.3492 -2.3041 0.2 -0.7 -0.4
C 0.5753 -0.9593 0.9527 -0.2 -2.1 0.5
H 0.9769 1.0002 1.3720 0.3 0.5 -0.7
H -3.7509 -0.1183 -0.7935 0.5 0.4 0.4
N -0.0115 -1.1134 2.2659 -0.5 2.8 -1.1
C 1.9635 0.3620 -0.4602 0.6 1.0 -3.5
C 0.7802 -2.0507 0.0766 0.0 2.3 0.6
H -0.8004 1.2681 -0.7415 -1.5 1.3 0.3
C -1.7789 1.8385 -0.4467 0.2 -2.5 -2.7
C 1.4497 -1.8616 -1.1103 0.6 -0.4 -0.7
H -0.3687 -0.0896 2.4759 0.5 -3.2 0.1
H -2.5320 1.5917 -1.2971 1.4 0.9 1.4
S -3.3397 -0.2069 0.4985 -0.9 -1.0 0.4
O -1.6608 1.1810 1.8286 0.6 0.7 2.3
C -2.1711 1.0966 0.7736 -0.8 -0.3 -2.5
H 2.3834 1.3001 -0.8538 -0.1 -0.1 1.0
H -1.5956 2.8752 -0.3327 0.2 0.9 0.2
C 1.1284 0.2633 0.5776 -1.0 -0.2 3.6
H 0.4350 -3.0035 0.3117 -0.7 -1.5 0.4
```
Forces are in eV/Å.

Values from the calculation:
- Energy relative to the best compared isomer or geometry (same formula, charge and spin): 0.831 eV
- Orbital gap: 0.3113 Ha
- Spin multiplicity: 1
- E_HOMO: -7.99 eV
- Energy: -22846.25245 eV
- Net charge: 0


[6]
One molecule with the formula C8H11NS at a distorted geometry, computed with ωB97M-V/def2-TZVPD.

```
21
Properties=species:S:1:pos:R:3:forces:R:3
C 1.8168 -0.8963 0.1566 0.5 0.3 1.5
H -2.3007 -2.5430 0.2523 0.3 -0.5 -0.1
H 0.5493 -2.5841 0.6047 0.2 0.3 -0.6
H -4.1384 -0.5779 0.1687 1.7 -0.5 -0.4
C 0.5230 2.3575 0.4698 -0.6 0.5 0.0
H 0.7950 1.9854 1.4345 -0.2 -0.2 0.9
C -0.7396 0.4060 -0.1595 -0.5 -0.8 -1.0
C 0.6414 -1.7530 -0.1282 -2.0 0.2 2.0
H 2.7443 -1.4879 -0.0899 -0.7 1.0 0.1
H 0.3214 1.6098 -1.5125 0.0 0.0 0.4
S -2.4140 1.0088 -0.2663 2.0 0.0 0.4
C 0.4695 1.2038 -0.4933 -0.4 -0.6 -1.1
N 1.6559 0.2937 -0.6704 1.0 2.1 0.3
C -0.6709 -0.9539 -0.0800 -1.3 -0.7 0.3
H 2.4386 0.9748 -0.5859 -0.3 -1.2 -0.1
C -2.0013 -1.5437 0.0154 -1.8 2.9 0.3
H 1.2944 3.0799 0.2310 -0.1 0.5 -0.3
C -3.0220 -0.5382 -0.0242 0.2 -2.2 0.3
H -0.5360 2.7919 0.4976 1.7 -0.2 0.1
H 1.8131 -0.7299 1.2740 0.3 0.2 -0.8
H 0.7600 -2.1035 -1.0944 0.0 -1.2 -2.0
```
Forces are in eV/Å.

Values from the calculation:
- Energy relative to the best compared isomer or geometry (same formula, charge and spin): 0.287 eV
- Orbital gap: 0.3394 Ha
- Spin multiplicity: 1
- E_HOMO: -8.35 eV
- Energy: -20798.71532 eV
- Net charge: 0


[7]
C8H11O as an isolated structure at a distorted geometry, computed with ωB97M-V/def2-TZVPD.

```
20
Properties=species:S:1:pos:R:3:forces:R:3
C -0.1523 -0.0100 0.1963 -0.9 0.0 -0.1
C 2.2170 0.9953 -0.8716 -3.3 -2.4 -0.3
H 2.7051 0.2184 -1.4759 -0.4 0.1 0.4
H 2.1363 -1.7199 -0.0614 -0.2 -1.5 -1.3
H 1.6629 -1.4337 1.6512 -0.6 -1.5 1.6
H 2.8057 1.4926 -0.2052 1.5 1.6 1.5
H 1.3623 1.5016 -1.3481 0.6 -0.1 0.4
H -0.2135 1.8949 1.1429 -1.0 -0.5 -0.3
H -2.7441 -1.7997 -1.1127 0.4 0.0 0.1
H -2.9021 1.9380 0.8363 1.3 -0.5 0.2
H -3.9698 0.3653 -0.1125 1.5 -1.7 -0.4
H 3.0550 -0.6598 0.9539 0.3 -0.2 0.2
C -2.8677 0.0606 -0.0714 -1.3 1.3 0.5
C -0.7999 -1.0465 -0.5086 1.0 -0.5 0.6
H -0.4050 -1.9688 -0.9501 0.8 0.7 0.4
C -2.1986 1.1068 0.5826 -3.1 0.7 -0.8
C -0.8682 1.1168 0.6819 3.9 -0.6 0.5
C -2.1763 -1.0348 -0.5857 -1.7 1.3 -0.1
C 2.0876 -1.1023 0.7704 0.1 2.7 0.0
O 1.2656 0.0851 0.4877 1.0 1.2 -3.3
```
Forces are in eV/Å.

Values from the calculation:
- Energy relative to the best compared isomer or geometry (same formula, charge and spin): 0.000 eV
- Orbital gap: 0.3031 Ha
- Spin multiplicity: 1
- E_HOMO: -13.24 eV
- Energy: -10511.56815 eV
- Net charge: +1


[8]
An isolated ion of composition C8H11O3 and charge -1 at a distorted geometry, computed with ωB97M-V/def2-TZVPD.

```
22
Properties=species:S:1:pos:R:3:forces:R:3
H 0.1782 1.2494 1.7584 0.5 1.0 0.5
O -2.3165 -3.8570 0.5764 1.6 1.4 0.3
C -1.8297 -2.5662 0.1106 0.1 -1.6 -1.0
H 2.1335 0.6761 -0.2583 0.1 0.5 -0.1
H 1.6484 -0.7620 -1.1001 0.1 -0.9 -2.4
H 0.0954 2.5155 -0.1247 -0.5 -1.3 -1.1
C -0.9457 -0.7111 -0.7663 -0.3 -4.1 0.0
H -1.1619 -0.5065 -1.8168 0.5 0.1 -0.2
C -0.3913 1.6420 -0.7357 1.8 0.9 2.8
H -1.3348 0.3763 1.5662 0.7 -0.1 0.3
C 0.0129 0.2550 -0.1036 -1.9 0.9 0.2
C -0.5803 -2.4973 -0.4858 -0.4 4.4 -0.1
O 0.4720 -3.0810 -0.6066 0.5 -1.1 -0.2
H 0.1902 -0.4428 2.0692 0.0 -0.5 -0.4
H -0.0744 1.7366 -1.7589 -0.1 -0.1 -0.5
H -1.4462 1.7613 -0.5675 -0.6 0.1 -0.4
O -3.2773 -0.6259 0.2153 -0.7 0.6 -0.3
C -2.2773 -1.2322 -0.1378 0.8 -0.3 1.5
C 1.4263 -0.1427 -0.3055 0.7 1.3 0.4
H -1.4062 -4.1766 0.8297 -1.6 -0.3 -0.2
C -0.2292 0.3249 1.4315 -1.8 0.3 -0.9
H 1.6810 -0.7736 0.4794 0.6 -1.2 1.7
```
Forces are in eV/Å.

Values from the calculation:
- Energy relative to the best compared isomer or geometry (same formula, charge and spin): 1.284 eV
- Orbital gap: 0.2599 Ha
- Spin multiplicity: 1
- E_HOMO: -3.47 eV
- Energy: -14616.01895 eV
- Net charge: -1


[9]
One molecule with the formula C8H11O3 at a distorted geometry, computed with ωB97M-V/def2-TZVPD.

```
22
Properties=species:S:1:pos:R:3:forces:R:3
C -0.4684 -2.5446 -1.9311 0.4 0.0 -0.8
C -0.2830 -1.3887 -0.9920 -0.5 1.4 -1.0
H 1.8710 -0.4875 1.6056 0.0 -0.4 0.1
H 0.3971 -3.1898 -2.0403 0.2 0.0 -0.1
C 0.7393 -1.4619 0.0660 0.4 1.6 2.1
H -0.8477 0.4375 -2.3607 0.3 0.0 0.7
H 0.6509 1.5520 3.2063 0.1 0.1 -0.4
C 0.0577 0.7002 1.2296 0.7 0.6 -1.6
C 0.6190 1.8769 2.1578 0.6 0.6 -0.5
O -1.5751 -0.8649 -0.8621 -1.0 1.2 1.9
H 1.3918 -2.3365 0.0237 0.0 0.4 0.0
C -0.6689 0.1218 -1.3147 0.2 -3.0 -0.4
C -0.2453 1.1559 -0.3205 0.6 0.7 1.0
H -0.8045 2.9741 0.0271 -0.7 -1.0 -0.6
O -0.8650 0.6240 2.1903 -2.3 -2.1 -0.7
H 1.6183 2.1671 1.8742 0.5 0.2 -0.3
C 0.9894 -0.4603 0.9774 -0.3 -1.9 -0.3
H -0.7429 -2.1111 -2.8898 0.1 -0.3 -0.3
O -1.1729 2.1858 -0.4468 0.1 1.8 0.8
H -1.3235 -3.1677 -1.6283 0.3 0.3 0.3
H 0.7513 1.5061 -0.6637 -0.1 -0.2 0.2
H -0.0887 2.7116 2.0920 0.4 -0.1 0.0
```
Forces are in eV/Å.

Values from the calculation:
- Energy relative to the best compared isomer or geometry (same formula, charge and spin): 1.276 eV
- Orbital gap (alpha / beta): 0.3600 / 0.3086 Ha
- Spin multiplicity: 2
- E_HOMO (alpha / beta): -9.12 / -9.10 eV
- Energy: -14611.41204 eV
- Net charge: 0


[10]
An isolated ion of composition C8H11O3S and charge -1 at a distorted geometry, computed with ωB97M-V/def2-TZVPD.

```
23
Properties=species:S:1:pos:R:3:forces:R:3
O -1.6728 2.5637 0.5918 -2.0 -3.0 0.7
H -1.0068 -0.2828 -1.0292 -1.3 -1.4 0.4
H 4.2009 -0.3015 0.1005 0.1 -0.6 -0.2
H -4.3903 1.2553 0.2327 2.5 -1.1 -0.5
H 1.4369 -0.0882 -1.2056 1.0 -0.9 1.3
C -3.1765 -0.4916 -0.5077 0.3 -1.1 -1.4
C -0.2576 -0.8853 1.3860 -0.1 0.3 1.0
C -3.2962 0.8100 0.0459 -3.9 0.9 1.4
C -2.3836 1.6020 0.5184 3.6 4.4 -0.8
O -1.3851 -1.4060 0.6889 -1.5 -2.1 -0.5
H 3.4785 -1.3305 -1.2654 1.0 0.5 -0.3
H 0.4532 1.0644 0.7245 2.6 -0.1 -0.4
H 1.9338 1.9993 -0.1790 -0.9 -1.6 0.9
C 2.0805 -0.2420 -0.2365 -3.8 2.6 -0.8
C 1.6130 1.0767 0.5005 0.4 1.7 -2.0
O -4.1779 -1.0396 -0.9663 0.8 0.0 0.3
H -1.9132 -1.8935 -1.3497 0.8 -0.8 0.2
H -0.5094 -1.1967 2.4847 1.0 0.4 -2.0
C -1.7399 -1.1108 -0.6226 0.1 3.3 0.5
H 3.7388 0.5810 -1.3206 -0.2 -1.1 -0.2
H 2.1910 1.2876 1.3873 0.0 -0.3 0.8
S 1.2673 -1.6139 0.7782 0.7 -0.2 0.0
C 3.5154 -0.3579 -0.7570 -1.0 0.6 1.6
```
Forces are in eV/Å.

Values from the calculation:
- Energy relative to the best compared isomer or geometry (same formula, charge and spin): 0.000 eV
- Orbital gap (alpha / beta): 0.1963 / 0.1963 Ha
- Spin multiplicity: 1
- E_HOMO (alpha / beta): -2.11 / -2.11 eV
- Energy: -25448.04493 eV
- Net charge: -1


[11]
A 2-piece molecular cluster, C8H11OPS overall at a distorted geometry, computed with ωB97M-V/def2-TZVPD.

```
22
Properties=species:S:1:pos:R:3:forces:R:3
H 0.3514 -1.1692 -2.4357 0.3 2.3 1.1
C 0.0044 0.6072 -0.9941 0.2 -0.4 0.8
C 1.5353 2.4834 -1.2447 -1.9 -2.2 0.6
H 3.0584 2.1833 -2.7031 -0.7 0.0 0.2
O -2.0058 0.8772 0.8047 0.6 0.3 2.2
C -0.5702 -1.1667 1.2126 1.0 -4.6 -3.0
S -2.9302 3.0761 -1.0319 -0.1 0.3 -0.3
H -2.5792 1.4912 0.3876 -1.1 0.9 -0.7
H -2.0042 -1.3133 2.6514 -1.8 1.4 1.9
H 0.1721 -2.0347 0.7628 -1.5 2.5 0.4
C -1.4688 -2.0231 2.1474 0.4 -1.6 -0.9
H -2.2238 -2.7908 1.7370 1.2 1.6 -0.4
H 1.8773 3.4208 -1.0557 0.6 2.7 0.9
C 1.7957 0.4429 -2.5190 1.1 1.6 -1.7
H 0.0671 -0.4109 1.5595 0.8 0.8 1.7
P -1.4120 -0.2305 -0.1650 0.1 -2.2 -1.3
C 2.1510 1.7978 -2.2073 2.1 -2.4 -1.8
C 0.4793 1.8455 -0.5467 -0.8 1.2 0.1
C 0.6710 -0.1048 -2.0508 -1.8 -1.7 1.3
H -0.9274 -2.6803 2.8548 0.2 0.8 -0.2
H 2.3120 -0.0873 -3.3152 0.3 0.2 0.2
H -0.0151 2.4686 0.2831 0.6 -1.5 -1.2
```
Forces are in eV/Å.

Values from the calculation:
- Energy relative to the best compared isomer or geometry (same formula, charge and spin): 2.712 eV
- Orbital gap (alpha / beta): 0.1755 / 0.1754 Ha
- Spin multiplicity: 1
- E_HOMO (alpha / beta): -8.02 / -8.03 eV
- Energy: -30641.77223 eV
- Net charge: 0


[12]
One molecule with the formula C8H11P at a distorted geometry, computed with ωB97M-V/def2-TZVPD.

```
20
Properties=species:S:1:pos:R:3:forces:R:3
H 0.8313 0.1300 1.6149 0.7 -0.7 -0.5
H -1.1588 -0.3126 -1.6487 0.2 0.4 0.6
H -1.4706 1.5138 -1.7700 0.3 -1.8 1.0
H 1.1313 2.2705 -1.6299 -0.6 -0.5 0.9
H 0.0777 -1.8175 5.2515 -0.5 0.4 -1.1
H -0.4872 1.9346 0.4736 0.4 -0.9 -0.3
H -1.4206 -4.4042 0.0033 -0.7 2.4 0.5
C 1.1749 1.4747 -0.8363 -1.0 1.3 -1.7
P -1.4236 -0.6943 1.6808 0.6 0.0 -0.4
H 1.9924 1.7221 -0.2232 1.1 -0.2 0.9
H 1.2229 0.5810 -1.3607 1.9 -1.7 -1.5
C 0.2018 -0.1185 0.7582 -1.6 -1.4 0.5
H -2.1551 0.5995 -0.3926 0.4 -0.4 -0.6
C -0.7080 -1.3109 3.1630 -0.2 0.9 -0.2
C -0.0599 1.0691 -0.1159 -3.1 1.1 0.4
C -1.5110 -2.3283 1.0092 -0.5 0.8 -0.5
C -1.2587 0.6121 -1.0465 -0.2 3.1 -0.9
C -1.5984 -3.3330 0.3623 0.8 -3.4 -0.7
H 0.3348 -1.0362 0.0815 1.0 1.3 1.4
C -0.3228 -1.5088 4.2758 1.0 -0.9 2.0
```
Forces are in eV/Å.

Values from the calculation:
- Energy relative to the best compared isomer or geometry (same formula, charge and spin): 3.379 eV
- Orbital gap: 0.3634 Ha
- Spin multiplicity: 1
- E_HOMO: -8.85 eV
- Energy: -17757.95768 eV
- Net charge: 0